1.
C8H12ClCuO4 as an isolated structure in a non-equilibrium geometry. Source: the OMol25 dataset; level of theory: ωB97M-V with the def2-TZVPD basis set.

Structure (XYZ):
```
26
Properties=species:S:1:pos:R:3
Cu 1.1889 3.5615 2.3223
Cl 0.5803 1.7987 0.4809
O 3.9707 -3.8988 1.4110
O -5.0029 1.8280 -0.6643
O -3.9048 3.0166 -2.2810
O 2.6416 -2.6516 0.0525
C 3.6826 -2.7996 0.9481
C 2.4665 -1.3209 -0.3401
C -3.8928 2.1128 -1.4524
C 4.3519 -1.4499 1.1846
C -4.7142 0.7716 0.2313
C -2.7264 1.2877 -1.1021
C 3.8626 -0.6667 -0.0638
C -3.4413 0.1512 -0.4953
H 5.3999 -1.6746 1.3829
H -3.7041 -0.5921 -1.2480
H -2.0972 1.0440 -1.9581
H -4.4283 1.1753 1.2026
H 3.8812 -0.9682 2.0416
H 3.9210 0.4007 0.1487
H 1.6486 -0.8804 0.2300
H -5.5281 0.0576 0.3577
H -2.7954 -0.2489 0.2862
H -2.1413 1.8631 -0.3846
H 2.2373 -1.1174 -1.3861
H 4.5438 -0.8001 -0.9043
```

Summary:
* net charge: +1
* gap between HOMO and LUMO (spin up / spin down): 0.2514 / 0.0809 hartree
* multiplicity: 2
* LUMO energy (spin up / spin down): -4.91 / -9.55 eV

2.
C17H44Cu2O17S5 as an isolated structure in a non-equilibrium geometry. Source: the OMol25 dataset; level of theory: ωB97M-V with the def2-TZVPD basis set.

Structure (XYZ):
```
85
Properties=species:S:1:pos:R:3
Cu 0.2457 -3.0688 2.0254
Cu -2.6663 -4.1111 0.2881
S 2.8580 -3.9841 -0.0723
S 3.0892 0.9673 4.9270
S -7.4019 0.9916 -0.1690
S -1.9827 -2.5337 -2.9094
S 1.3802 4.6715 0.7264
O 2.9872 4.8159 0.5612
O 0.7372 -1.0788 1.3800
O -1.0143 -2.8287 -3.9326
O -8.3413 0.0469 0.3728
O 1.9174 1.6071 4.3827
O -1.8879 -3.1476 -1.5840
O 4.1934 -3.1042 -0.0375
O 4.3704 1.6644 4.2154
O 3.2271 -5.2946 -0.4668
O -1.9374 -2.3616 1.6041
O 0.8182 4.8095 -0.5910
O -7.6517 2.4137 -0.1904
O -3.4393 -2.9784 -3.5137
O -6.9711 0.4893 -1.6338
O 2.1211 -3.7450 1.1582
O 1.0541 5.4849 1.8802
O 3.3410 0.8251 6.3333
C 3.7048 4.1958 -0.4759
C 3.1309 -0.6812 4.1964
C -0.3951 -0.3496 1.2075
C -7.8236 1.8816 -3.4619
C -2.2003 -0.7709 -2.7268
C 1.3590 2.9585 1.3312
C -5.1585 -3.0955 -5.1590
C 4.2827 -1.8524 0.6385
C -5.7577 0.7686 0.6189
C 5.5890 -1.1328 0.3123
C 6.5918 0.8150 3.6687
C 5.1738 4.1727 -0.1225
C -1.7754 -1.1068 1.0669
C 5.6572 1.3625 4.7703
C 2.0706 -3.1557 -1.4517
C -3.7165 -2.6167 -4.8825
C -7.9545 0.5526 -2.6832
H -5.6185 -2.3596 -5.8137
H 5.8162 -1.2393 -0.7450
H -0.2787 0.3672 0.3800
H 1.8699 -2.1537 -1.0788
H -5.7513 -3.3064 -4.2732
H 3.5851 4.7109 -1.4339
H -5.0787 -4.0535 -5.6729
H 5.5523 5.1992 -0.0591
H -5.4028 -0.2482 0.4713
H 3.4594 -1.1743 0.3615
H -3.6834 -1.5264 -4.9459
H -5.0876 1.4965 0.1750
H -2.3829 -0.2469 -3.6607
H 1.1501 -3.7097 -1.6340
H -8.9894 0.4290 -2.3781
H 7.3894 0.3319 4.2322
H -7.5573 -0.1794 -3.3856
H 5.8354 3.7178 -0.8545
H -6.1024 0.9529 1.6356
H 5.6656 -0.1170 0.6847
H 5.2670 3.8189 0.9076
H -3.0433 -3.0884 -5.5934
H 5.6486 0.6054 5.5579
H -6.8296 2.0087 -3.8894
H -2.0511 -1.1817 0.0031
H 6.0063 2.2522 5.2972
H 2.1625 2.8466 2.0517
H -2.5572 -0.4132 1.4156
H -3.1008 -0.5442 -2.1482
H 2.7154 -1.4672 4.8254
H -8.1448 2.7575 -2.9014
H 2.5234 -0.5693 3.2985
H 3.3633 3.1599 -0.6174
H 1.5238 2.2895 0.4834
H 2.8032 -3.2492 -2.2454
H 0.3749 2.7382 1.7390
H -1.3234 -0.4799 -2.1487
H -0.5601 0.4033 1.9997
H 6.3351 -1.6987 0.8797
H 4.0842 -1.9864 1.7030
H 4.1411 -1.0149 3.9692
H 6.9523 1.5290 2.9362
H 5.9881 0.0388 3.1971
H -8.4935 1.8578 -4.3271
```

Summary:
* net charge: +2
* gap between HOMO and LUMO (spin up / spin down): 0.2285 / 0.1311 hartree
* multiplicity: 3
* LUMO energy (spin up / spin down): -8.42 / -11.07 eV

3.
C26H46NO2P2PdS as an isolated structure. Source: the OMol25 dataset; level of theory: ωB97M-V with the def2-TZVPD basis set.

Structure (XYZ):
```
79
Properties=species:S:1:pos:R:3
Pd -0.4241 0.3880 0.4802
S -0.3364 -1.4042 2.0807
P 0.3913 2.5684 0.1551
P -3.7560 0.5132 1.1488
O 1.5866 -0.4500 0.0157
O -2.7846 0.2329 0.0421
N 2.0938 -1.2194 0.9545
C 2.5178 2.2659 -3.9791
C 4.0973 -2.1216 1.8554
C 1.9349 3.7224 -2.0215
C -2.0709 6.4348 -0.0816
C -1.2764 4.4853 1.3434
C 2.0623 -2.3017 3.0558
C 2.5315 4.1587 1.3613
C 3.4080 -2.5360 2.9899
C 1.3668 -1.6394 2.0262
C -1.7367 5.9518 1.3418
C 2.3174 4.8750 2.6936
C 1.2936 2.4270 -1.4749
C -4.7683 -0.9205 1.5444
C 2.8774 4.0543 3.8645
C 2.1203 3.6726 -3.5454
C 3.4149 -1.4675 0.8678
C -1.4497 4.2121 -1.1241
C 0.4591 1.7280 -2.5601
C -3.0276 1.0068 2.7211
C 1.4679 2.2861 2.7322
C 1.8263 2.7778 1.3177
C -0.4762 4.1935 0.0695
C -2.5574 5.2718 -0.9446
C 1.3594 1.2831 -3.7267
C 2.6445 2.5409 3.6709
C -4.8803 1.8492 0.6897
H -4.2655 2.6787 0.3357
H 1.2192 1.2271 2.6905
H 2.9121 3.8584 -1.5491
H -2.8754 5.6362 -1.9226
H -2.8253 7.2225 -0.0422
H -2.1423 3.8185 1.3667
H 0.2732 4.9811 -0.0465
H -2.2299 1.7182 2.5248
H 3.6071 4.0126 1.2189
H 3.9476 4.2520 3.9671
H 3.9201 -3.0486 3.7935
H 3.5351 2.0737 3.2367
H -2.6124 6.0584 1.9871
H 2.4743 2.0580 4.6351
H 1.2490 5.0566 2.8401
H 3.4033 1.9611 -3.4118
H -0.3284 2.3922 -2.9235
H -3.7763 1.4427 3.3859
H 5.1566 -2.3041 1.7424
H -1.1846 6.8725 -0.5501
H 0.7542 1.1925 -4.6317
H -0.6936 4.2798 2.2421
H 2.0852 1.7183 -1.2149
H 1.7608 0.2908 -3.5083
H 1.3377 4.6000 -1.7647
H 2.8759 4.4006 -3.8482
H -5.2429 -1.2906 0.6365
H 1.1882 3.9538 -4.0465
H 3.8588 -1.1110 -0.0493
H 2.7983 2.2552 -5.0340
H -1.9015 3.2201 -1.2296
H -0.9490 6.5800 1.7652
H 0.5795 2.7977 3.1166
H -0.0289 0.8572 -2.1339
H -4.1046 -1.6915 1.9388
H -3.4403 4.8265 -0.4743
H 2.7970 5.8559 2.6671
H 2.2030 4.7987 0.5418
H -2.5811 0.1309 3.1928
H -5.5127 1.5135 -0.1331
H -5.5279 -0.6752 2.2892
H 2.5287 2.0438 0.9111
H -5.5032 2.1746 1.5244
H 1.4825 -2.6244 3.9088
H -0.8995 4.4119 -2.0459
H 2.4074 4.3900 4.7917
```

Summary:
* gap between HOMO and LUMO (spin up / spin down): 0.2685 / 0.2679 hartree
* multiplicity: 2
* LUMO energy (spin up / spin down): 0.64 / 0.62 eV

4.
One molecule with the formula C2HBrO2 in a non-equilibrium geometry. Source: the OMol25 dataset; level of theory: ωB97M-V with the def2-TZVPD basis set.

Structure (XYZ):
```
6
Properties=species:S:1:pos:R:3
Br 0.1347 -0.5381 2.2997
O -0.2224 -1.6390 -0.3300
O 2.0173 -2.2310 -1.0174
C 0.3170 -0.4175 0.3975
C 0.9744 -1.8338 -0.6604
H 0.1478 0.3455 -0.2514
```

Summary:
* SMILES: O=C1O[C@H]1Br
* gap between HOMO and LUMO: 0.3318 hartree
* LUMO energy: 0.53 eV

5.
One molecule with the formula C8H15N3O2 in a non-equilibrium geometry. Source: the OMol25 dataset; level of theory: ωB97M-V with the def2-TZVPD basis set.

Structure (XYZ):
```
28
Properties=species:S:1:pos:R:3
O -2.0555 -0.3988 -2.3855
O 0.1347 2.9164 -0.1637
N 0.7533 -0.4967 -0.7081
N -1.3776 1.3824 -0.9188
N 0.9426 0.8120 -0.4818
C -0.9490 -2.0325 0.2509
C 0.2782 -0.6306 1.8683
C 0.4058 -1.2976 0.5257
C -2.4693 2.4177 -0.5642
C -1.4885 0.4094 -1.7540
C 1.4856 -2.3925 0.5301
C 2.3119 1.2658 -0.7621
C 0.0160 1.7444 -0.4549
H -2.3491 2.6573 0.5044
H -3.5202 2.0236 -0.8783
H -0.5099 0.1577 1.7227
H 2.8963 1.3006 0.1357
H 2.3003 -2.1226 1.3622
H -0.8847 -2.8438 0.9331
H 2.0743 2.2443 -1.1875
H -1.7748 -1.2484 0.4336
H 1.1158 -0.0333 2.2572
H -2.0880 3.3716 -1.1388
H -0.0544 -1.2880 2.6174
H 1.2089 -3.4374 0.8368
H -0.9847 -2.4625 -0.7942
H 2.6577 0.5006 -1.4092
H 1.9241 -2.5192 -0.3773
```

Summary:
* gap between HOMO and LUMO (spin up / spin down): 0.3102 / 0.2461 hartree
* LUMO energy (spin up / spin down): 0.29 / -0.42 eV

6.
One molecule with the formula C2H2N4O in a non-equilibrium geometry. Source: the OMol25 dataset; level of theory: ωB97M-V with the def2-TZVPD basis set.

Structure (XYZ):
```
9
Properties=species:S:1:pos:R:3
O -1.7469 -0.3827 0.2266
N 2.0802 -0.3835 0.1425
N -1.0499 -1.5565 -0.0695
N 0.1733 -1.4310 -0.0861
N 0.1393 1.0078 -0.0637
C 0.7954 -0.2536 -0.0047
C -1.1513 0.8336 -0.0212
H 2.6671 0.5054 0.0587
H -1.9072 1.6606 -0.1825
```

Summary:
* SMILES: [H]/N=c1\nconn1
* gap between HOMO and LUMO: 0.3481 hartree
* LUMO energy: -0.74 eV